No. 1
DFT (ωB97M-V/def2-TZVPD) results for a structure of composition C52H53AsNO5P2Si2Zn.

The total charge is -1. Its spin multiplicity is 1. The value obtained for the LUMO energy is 1.95 eV. The energy relative to the best compared isomer or geometry (same formula, charge and spin) is 20.4 kcal per mole. Its HOMO-LUMO gap is 7.225 eV.

Atoms and positions in Å:
Zn  0.2336  -0.1698  1.3075
O  6.7971  0.8188  -1.3373
C  6.0231  1.6438  -0.8489
O  6.1796  2.8194  -0.5144
C  4.5827  1.0917  -0.5450
C  4.4462  -0.1390  0.0967
C  3.1947  -0.5652  0.4875
N  2.0900  0.1410  0.2623
C  2.2032  1.3009  -0.3954
C  3.4224  1.8156  -0.7971
C  0.9025  2.0493  -0.5830
O  0.7446  2.8483  -1.4877
O  0.0466  1.7304  0.3163
H  5.3295  -0.7290  0.2962
H  3.0405  -1.4919  1.0331
H  3.4577  2.7799  -1.2778
C  -5.4465  -4.6242  -0.8948
C  -4.5625  -3.9421  0.1622
C  -5.0344  -4.3210  1.5792
C  -4.6415  -2.4360  0.0056
C  -5.8677  -1.8216  -0.2174
C  -5.9505  -0.4659  -0.4568
C  -4.8096  0.3094  -0.3814
C  -3.5949  -0.2363  -0.0034
P  -2.0270  0.7554  0.2804
C  -2.5505  2.1306  1.4013
C  -3.7740  2.7967  1.4091
C  -4.0074  3.8570  2.2699
C  -3.0258  4.2873  3.1449
C  -1.8153  3.6166  3.1710
C  -1.5939  2.5487  2.3231
C  -2.0806  1.5074  -1.3827
C  -2.4887  2.8003  -1.6716
C  -2.4959  3.2412  -2.9828
C  -2.1016  2.4005  -4.0089
C  -1.6655  1.1191  -3.7222
C  -1.6499  0.6828  -2.4140
C  -3.5090  -1.6319  0.1154
O  -2.2530  -2.1584  0.3114
C  -2.0701  -3.4961  0.1129
C  -0.7532  -3.9563  0.0130
C  -0.5037  -5.2980  -0.2422
C  -1.5444  -6.1973  -0.3376
C  -2.8409  -5.7455  -0.1851
C  -3.1282  -4.4014  0.0066
P  0.6933  -2.8293  0.1818
C  1.6732  -3.9122  1.3007
C  3.0585  -4.0307  1.2523
C  3.7266  -4.8637  2.1337
C  3.0323  -5.5383  3.1222
C  1.6623  -5.3611  3.2372
C  0.9907  -4.5567  2.3359
C  1.2917  -3.1327  -1.5281
C  2.4603  -3.7518  -1.9479
C  2.7704  -3.8112  -3.2971
C  1.9285  -3.2488  -4.2385
C  0.7374  -2.6684  -3.8337
C  0.4310  -2.6089  -2.4914
H  -6.4884  -4.3482  -0.7695
H  -5.3874  -5.7060  -0.8240
H  -5.1277  -4.3302  -1.8926
H  -6.0458  -3.9597  1.7590
H  -4.3750  -3.8718  2.3207
H  -5.0143  -5.4019  1.7115
H  -6.7721  -2.4091  -0.2229
H  -6.9014  -0.0109  -0.6922
H  -4.8630  1.3530  -0.6444
H  -4.5804  2.5023  0.7588
H  -4.9727  4.3495  2.2457
H  -3.2066  5.1281  3.8000
H  -1.0329  3.9238  3.8495
H  -0.6387  2.0555  2.3597
H  -2.7698  3.4729  -0.8744
H  -2.7980  4.2552  -3.2079
H  -2.1141  2.7532  -5.0298
H  -1.3259  0.4690  -4.5164
H  -1.2715  -0.2977  -2.1650
H  0.5211  -5.6251  -0.3517
H  -1.3488  -7.2454  -0.5077
H  -3.6447  -6.4642  -0.2118
H  3.6363  -3.4565  0.5465
H  4.7990  -4.9714  2.0472
H  3.5644  -6.1768  3.8108
H  1.1149  -5.8495  4.0315
H  -0.0806  -4.4194  2.4267
H  3.1284  -4.2085  -1.2380
H  3.6851  -4.2938  -3.6107
H  2.1931  -3.2694  -5.2846
H  0.0575  -2.2553  -4.5646
H  -0.5002  -2.1611  -2.1708
C  -2.0653  1.0315  5.5919
Si  -1.9311  -0.5570  4.5185
C  -2.2856  -1.9924  5.7591
C  -3.5025  -0.5729  3.4174
As  0.0502  -1.2388  3.4200
Si  1.6519  0.0254  4.5861
C  1.6371  -0.6305  6.3936
C  3.3954  -0.4402  3.9556
C  1.5277  1.9426  4.5866
H  -2.8926  0.9469  6.2926
H  -2.2466  1.9034  4.9734
H  -1.1590  1.1967  6.1662
H  -3.1330  -1.7717  6.4018
H  -1.4229  -2.1819  6.3915
H  -2.4988  -2.9064  5.2109
H  -4.4001  -0.7381  4.0071
H  -3.4355  -1.3708  2.6826
H  -3.6378  0.3555  2.8710
H  1.7877  -1.7068  6.3612
H  0.6827  -0.4539  6.8791
H  2.4197  -0.2008  7.0133
H  3.4894  -1.5211  3.8786
H  4.1773  -0.0874  4.6218
H  3.5923  -0.0170  2.9776
H  0.5459  2.2857  4.8969
H  1.7064  2.3339  3.5888
H  2.2602  2.3973  5.2472

***

No. 2
DFT (ωB97M-V/def2-TZVPD) results for a structure of composition C52H58N2O7P2RuS3.

The total charge is +3. Its spin multiplicity is 6. The value obtained for the LUMO energy (spin up / spin down) is -6.72 / -10.17 eV. The energy relative to the best compared isomer or geometry (same formula, charge and spin) is 28.5 kcal per mole. Its HOMO-LUMO gap (spin up / spin down) is 8.606 / 5.163 eV.

Atoms and positions in Å:
Ru  0.6662  -0.8171  0.5150
O  1.5853  -1.0570  -1.7067
P  1.4946  -0.3727  -3.0318
C  1.2936  1.4423  -2.8152
P  -0.2990  1.7802  -1.9539
O  -0.5098  0.8928  -0.7691
C  -1.6695  1.6040  -3.1214
C  -1.6850  2.3004  -4.3263
C  -2.7650  2.1678  -5.1788
C  -3.8309  1.3506  -4.8289
C  -3.8197  0.6648  -3.6230
C  -2.7487  0.8057  -2.7605
C  -0.1744  3.5444  -1.5174
C  -0.7342  3.9862  -0.3263
C  -0.6829  5.3274  0.0090
C  -0.0868  6.2351  -0.8505
C  0.4808  5.7953  -2.0356
C  0.4316  4.4554  -2.3749
C  0.0681  -0.9310  -3.9868
C  -0.0983  -0.5937  -5.3264
C  -1.2048  -1.0565  -6.0143
C  -2.1404  -1.8520  -5.3673
C  -1.9860  -2.1722  -4.0262
C  -0.8818  -1.7088  -3.3363
C  3.0223  -0.5933  -3.9881
C  4.1347  0.1797  -3.6735
C  5.2930  0.0559  -4.4183
C  5.3517  -0.8499  -5.4654
C  4.2549  -1.6465  -5.7539
C  3.0919  -1.5274  -5.0133
H  1.3484  1.9554  -3.7724
H  2.0897  1.7977  -2.1548
H  -0.8627  2.9469  -4.5932
H  -2.7848  2.7138  -6.1086
H  -4.6787  1.2629  -5.4913
H  -4.6536  0.0351  -3.3547
H  -2.7426  0.3016  -1.8056
H  -1.1952  3.2720  0.3377
H  -1.1132  5.6718  0.9372
H  -0.0597  7.2831  -0.5984
H  0.9647  6.4948  -2.6989
H  0.8836  4.1341  -3.3000
H  0.6419  0.0171  -5.8241
H  -1.3356  -0.8079  -7.0577
H  -2.9923  -2.2275  -5.9104
H  -2.7253  -2.7855  -3.5337
H  -0.7276  -1.9354  -2.2889
H  4.0935  0.8858  -2.8570
H  6.1455  0.6769  -4.1931
H  6.2550  -0.9437  -6.0467
H  4.3016  -2.3527  -6.5672
H  2.2348  -2.1449  -5.2393
O  0.3544  -2.3093  2.4072
S  0.6633  -2.4344  3.8747
C  1.8295  -3.8598  4.0463
C  2.9906  -3.8533  3.0634
C  2.6915  -4.6746  1.8058
C  3.7307  -4.4457  0.7199
S  3.2921  -3.0198  -0.3853
O  2.6475  -2.0541  0.5681
C  1.9664  -3.8729  -1.2718
C  0.6426  -3.7871  -0.8820
C  -0.3083  -4.5340  -1.5610
C  0.0660  -5.3091  -2.6471
C  1.3888  -5.3537  -3.0585
C  2.3488  -4.6426  -2.3594
C  1.8385  -1.1138  4.2961
C  1.9280  -0.7427  5.6291
C  2.7770  0.2926  5.9841
C  3.5276  0.9412  5.0126
C  3.4375  0.5551  3.6838
C  2.5787  -0.4680  3.3195
H  1.2130  -4.7492  3.9219
H  2.1596  -3.8081  5.0822
H  3.8692  -4.2634  3.5635
H  3.2352  -2.8324  2.7673
H  1.6982  -4.4139  1.4344
H  2.6701  -5.7342  2.0654
H  3.8519  -5.3066  0.0695
H  4.6990  -4.1930  1.1459
H  0.3526  -3.1346  -0.0466
H  -1.3399  -4.5233  -1.2418
H  -0.6784  -5.8762  -3.1795
H  1.6658  -5.9506  -3.9126
H  3.3884  -4.6838  -2.6449
H  1.3406  -1.2569  6.3750
H  2.8560  0.5929  7.0178
H  4.1757  1.7566  5.2895
H  4.0422  1.0494  2.9373
H  2.4741  -0.7565  2.2750
O  2.3796  1.0640  0.1680
H  2.4029  1.6864  0.9037
H  3.2111  0.5752  0.1618
O  -1.8050  -1.3934  0.6691
H  -2.3039  -1.4821  -0.1503
H  -1.9604  -2.1795  1.2060
C  -3.3276  -0.0758  6.0584
C  -1.8366  -0.0336  5.7470
C  -1.3977  1.3011  5.1340
N  -2.0769  1.5375  3.8807
C  -1.5803  1.3182  2.6829
S  0.0622  0.8821  2.4926
N  -2.3181  1.4663  1.5679
C  -3.6119  2.0151  1.3486
O  -4.1830  1.6662  0.3522
C  -4.1059  3.0106  2.3197
C  -5.4637  3.0156  2.6486
C  -5.9669  3.9829  3.5030
C  -5.1373  4.9792  3.9942
C  -3.7915  4.9943  3.6526
C  -3.2708  4.0139  2.8261
H  -3.5692  -0.9940  6.5841
H  -3.9336  -0.0436  5.1566
H  -3.6090  0.7551  6.6982
H  -1.5712  -0.8442  5.0629
H  -1.2774  -0.1686  6.6715
H  -0.3204  1.2974  4.9578
H  -1.6450  2.1194  5.8131
H  -3.0546  1.8020  3.9585
H  -1.9099  1.0513  0.7234
H  -6.1090  2.2548  2.2373
H  -7.0104  3.9636  3.7760
H  -5.5377  5.7486  4.6355
H  -3.1497  5.7759  4.0284
H  -2.2248  4.0458  2.5521

***

No. 3
DFT (ωB97M-V/def2-TZVPD) results for a cluster of 8 separate species, C52H61NO7PS in total.

The total charge is +1. Its spin multiplicity is 1. The value obtained for the LUMO energy is -3.75 eV. Its HOMO-LUMO gap is 6.698 eV.

Atoms and positions in Å:
C  6.4009  2.5123  4.3295
C  6.5822  2.2201  2.8447
O  7.3799  1.4420  2.5241
O  5.8307  2.9050  1.9183
C  4.9697  2.0045  1.2012
C  3.5848  2.0387  1.8627
C  2.9204  3.4287  1.6046
C  1.4094  3.2248  1.7925
S  0.3937  4.5646  1.0746
C  -1.3742  4.1488  1.0371
C  -1.8634  3.2244  2.1215
O  -1.2717  2.3621  2.6109
O  -3.1989  3.4493  2.4965
C  -3.8855  2.2463  2.2350
C  -4.8017  1.6720  3.2845
O  -3.7377  1.7142  1.2294
P  0.5853  6.2080  2.4760
N  0.6342  7.5164  1.6740
O  -0.6802  6.1888  3.4791
O  1.9524  6.0341  3.3522
H  5.6188  3.2561  4.5001
H  6.1414  1.5614  4.7979
H  7.3393  2.8663  4.7540
H  4.8485  2.4277  0.2009
H  5.3553  0.9905  1.1454
H  2.9219  1.2698  1.4398
H  3.6179  1.8411  2.9389
H  3.2123  3.8052  0.6225
H  3.3009  4.0757  2.3966
H  1.2053  3.0674  2.8537
H  1.0866  2.2960  1.3035
H  -1.9225  5.0961  1.1409
H  -1.6193  3.7988  0.0285
H  -4.6330  0.5993  3.3764
H  -5.8335  1.8069  2.9531
H  -4.6330  2.1267  4.2624
H  1.5114  7.9945  1.8667
H  -0.4736  6.8510  4.1595
H  1.8207  6.4875  4.1996
C  -1.2175  0.0139  -0.4999
C  -0.9999  0.0337  -1.8714
C  -0.0310  -0.7849  -2.4345
C  0.7177  -1.6328  -1.6292
C  0.5020  -1.6544  -0.2551
C  -0.4634  -0.8277  0.3102
H  -1.9754  0.6524  -0.0609
H  -1.5896  0.6871  -2.5038
H  0.1389  -0.7653  -3.5040
H  1.4682  -2.2761  -2.0715
H  1.0845  -2.3164  0.3743
H  -0.6311  -0.8426  1.3809
C  5.1041  -2.6428  0.3689
C  5.9861  -3.3041  1.2117
C  5.6686  -4.5676  1.6917
C  4.4745  -5.1721  1.3207
C  3.5947  -4.5104  0.4747
C  3.9075  -3.2431  0.0027
H  5.3501  -1.6585  -0.0050
H  6.9206  -2.8345  1.4940
H  6.3528  -5.0825  2.3540
H  4.2300  -6.1602  1.6916
H  2.6641  -4.9831  0.1840
H  3.2203  -2.7239  -0.6532
C  0.4582  0.9839  -6.0360
C  -0.4613  0.0646  -6.5232
C  -0.5488  -0.1729  -7.8878
C  0.2896  0.5024  -8.7642
C  1.2113  1.4192  -8.2765
C  1.2932  1.6632  -6.9128
H  0.5242  1.1718  -4.9704
H  -1.1119  -0.4677  -5.8388
H  -1.2701  -0.8850  -8.2685
H  0.2246  0.3138  -9.8285
H  1.8660  1.9443  -8.9605
H  2.0086  2.3820  -6.5332
C  -5.8578  6.1579  -1.6463
C  -5.3845  6.2200  -2.9503
C  -4.3975  5.3413  -3.3754
C  -3.8893  4.3932  -2.4983
C  -4.3655  4.3291  -1.1951
C  -5.3466  5.2136  -0.7670
H  -6.6255  6.8456  -1.3156
H  -5.7856  6.9549  -3.6363
H  -4.0253  5.3946  -4.3905
H  -3.1224  3.7035  -2.8318
H  -3.9715  3.5853  -0.5102
H  -5.7140  5.1662  0.2510
C  2.7753  -9.0241  1.4249
C  3.9685  -9.3563  2.0529
C  3.9681  -10.2451  3.1191
C  2.7757  -10.8090  3.5515
C  1.5834  -10.4796  2.9215
C  1.5823  -9.5842  1.8609
H  2.7750  -8.3281  0.5944
H  4.9001  -8.9215  1.7111
H  4.8976  -10.4995  3.6126
H  2.7759  -11.5060  4.3800
H  0.6538  -10.9212  3.2580
H  0.6514  -9.3239  1.3729
C  -5.3946  3.2818  7.4787
C  -6.6063  3.0329  8.1085
C  -6.6834  2.0766  9.1113
C  -5.5468  1.3753  9.4908
C  -4.3344  1.6264  8.8636
C  -4.2587  2.5768  7.8546
H  -5.3351  4.0266  6.6939
H  -7.4915  3.5844  7.8172
H  -7.6295  1.8780  9.5984
H  -5.6064  0.6328  10.2763
H  -3.4479  1.0804  9.1612
H  -3.3132  2.7693  7.3616
C  -2.3535  -5.7346  -8.7312
C  -1.7333  -4.9435  -7.7741
C  -0.9456  -3.8694  -8.1652
C  -0.7854  -3.5810  -9.5138
C  -1.4085  -4.3702  -10.4708
C  -2.1893  -5.4493  -10.0798
H  -2.9653  -6.5743  -8.4263
H  -1.8634  -5.1648  -6.7219
H  -0.4560  -3.2557  -7.4185
H  -0.1740  -2.7402  -9.8187
H  -1.2847  -4.1445  -11.5225
H  -2.6709  -6.0679  -10.8265

***

No. 4
DFT (ωB97M-V/def2-TZVPD) results for a structure of composition C52H62N5O5PSSn.

The total charge is -2. Its spin multiplicity is 1. The value obtained for the LUMO energy is 3.97 eV. Its HOMO-LUMO gap is 5.460 eV.

Atoms and positions in Å:
Sn  0.1508  0.4179  -0.6249
O  0.7565  -1.5897  -1.9478
C  1.5246  -2.6115  -1.8699
C  1.0190  -3.9186  -2.1376
C  1.8151  -5.0375  -2.1141
C  3.1829  -4.9437  -1.8238
C  3.7028  -3.6949  -1.5474
C  2.9211  -2.5336  -1.5449
C  3.5806  -1.2966  -1.1548
N  2.9849  -0.1933  -0.9147
N  3.8025  0.8944  -0.6499
C  3.1483  1.8102  0.0254
O  1.9852  1.6870  0.5387
C  3.8542  3.1283  0.1665
C  3.1011  4.2847  0.3498
C  3.7277  5.5170  0.4707
C  5.1121  5.6055  0.4202
C  5.8680  4.4537  0.2342
C  5.2423  3.2235  0.1018
H  -0.0413  -3.9931  -2.3482
H  1.3772  -6.0094  -2.3206
H  3.8131  -5.8243  -1.8047
H  4.7580  -3.5979  -1.3038
H  4.6706  -1.3385  -1.0378
H  2.0212  4.2113  0.3706
H  3.1271  6.4092  0.6000
H  5.6020  6.5675  0.5206
H  6.9495  4.5170  0.1913
H  5.8145  2.3179  -0.0493
C  -2.5797  -2.6419  -1.2829
C  -3.1265  -1.7041  -2.3623
C  -4.6106  -1.9895  -2.5831
P  -2.6621  0.0258  -1.8413
C  -2.8217  1.0600  -3.4019
C  -3.0336  2.5309  -3.0462
C  -3.7754  0.6137  -4.5102
C  -3.9929  0.5435  -0.7266
C  -5.2554  0.9223  -1.1777
C  -6.2750  1.3465  -0.3395
C  -7.6317  1.7372  -0.8693
C  -5.9828  1.3770  1.0298
C  -4.7589  1.0023  1.5274
C  -3.6837  0.5631  0.6759
N  -2.4976  0.1544  1.1172
C  -2.2836  0.1241  2.4937
C  -2.6767  -1.0032  3.2373
C  -3.3905  -2.1244  2.5342
C  -2.4355  -1.0552  4.6043
C  -1.7976  -0.0180  5.2737
C  -1.5378  -0.0995  6.7573
C  -1.4120  1.0938  4.5299
C  -1.6471  1.1861  3.1616
C  -1.2706  2.4219  2.3936
H  -2.7231  -3.6884  -1.5738
H  -3.1136  -2.4741  -0.3440
H  -1.5208  -2.4758  -1.0938
H  -2.5725  -1.8840  -3.2919
H  -5.1828  -1.7182  -1.6950
H  -4.7506  -3.0615  -2.7601
H  -5.0308  -1.4510  -3.4330
H  -1.8082  0.9655  -3.8060
H  -4.0309  2.6962  -2.6378
H  -2.9206  3.1537  -3.9406
H  -2.3103  2.8633  -2.3003
H  -4.8209  0.7505  -4.2288
H  -3.6270  -0.4319  -4.7830
H  -3.5975  1.2185  -5.4064
H  -5.4585  0.8892  -2.2440
H  -7.5852  1.9437  -1.9410
H  -8.0097  2.6374  -0.3760
H  -8.3805  0.9502  -0.7207
H  -6.7535  1.7070  1.7240
H  -4.5814  1.0414  2.5958
H  -2.7894  -2.5009  1.7031
H  -4.3333  -1.7728  2.1056
H  -3.6009  -2.9454  3.2239
H  -2.7615  -1.9303  5.1620
H  -2.2684  -0.7485  7.2446
H  -1.5934  0.8875  7.2204
H  -0.5435  -0.5015  6.9738
H  -0.9114  1.9190  5.0306
H  -0.6991  3.1100  3.0191
H  -2.1656  2.9369  2.0334
H  -0.6844  2.1910  1.5024
N  0.8239  0.9268  -2.9302
C  0.6288  2.1988  -3.6243
C  1.1146  3.3605  -2.7751
C  0.2249  3.6227  -1.5523
O  0.1026  4.7850  -1.1665
O  -0.3520  2.6002  -1.0451
H  1.8089  0.7747  -2.7238
H  0.5216  0.1137  -3.4553
H  -0.4361  2.3336  -3.8243
H  1.1474  2.2028  -4.5921
H  1.1330  4.2782  -3.3631
H  2.1356  3.1706  -2.4247
N  1.9407  0.4357  3.5721
C  2.4312  1.2971  4.5404
C  2.7401  2.6231  4.2254
C  3.2935  3.4636  5.1742
C  3.5378  3.0164  6.4686
C  3.2169  1.7051  6.7934
C  2.6771  0.8519  5.8437
H  1.7370  0.8584  2.6704
H  1.2211  -0.1929  3.8928
H  2.5344  2.9728  3.2244
H  3.5264  4.4852  4.8968
H  3.9707  3.6776  7.2090
H  3.3995  1.3365  7.7967
H  2.4486  -0.1760  6.1032
C  2.2516  -2.5217  1.9245
S  0.4651  -2.2874  2.0364
O  -0.1234  -2.9653  0.8560
C  0.2185  -3.4441  3.4073
C  0.6186  -3.1333  4.7000
C  0.3633  -4.0260  5.7284
C  -0.2987  -5.2197  5.4648
C  -0.6968  -5.5209  4.1701
C  -0.4417  -4.6288  3.1359
H  2.4317  -3.5109  1.5024
H  2.6963  -2.4020  2.9106
H  2.6265  -1.7469  1.2556
H  1.1190  -2.1943  4.9077
H  0.6734  -3.7873  6.7383
H  -0.5163  -5.9072  6.2732
H  -1.2157  -6.4492  3.9642
H  -0.7520  -4.8196  2.1154

***

Asked for DFT total energy across the records above, the calculation gives -7721.32785; -4623.88654; -3338.77938; -3622.66598 hartree in order.
Asked for strongest force on any atom across the records above, the calculation gives 0.0284; 0.0505; 0.0935; 0.0067 hartree/bohr in order.